{"formula": "C26H50NOP3Ti", "method": "wB97M-V/def2-TZVPD", "e_above_lowest_kj_mol": 0.00, "e_tot_ha": -3023.195241, "charge": 3, "e_homo_ev": [-14.77, -14.78], "lumo_energy_ev": [-9.91, -9.81], "orbital_gap_ev": [4.857, 4.973], "s_squared": 0.76, "spin_multiplicity": 2, "elements": ["Ti", "P", "P", "P", "H", "C", "C", "H", "C", "C", "C", "C", "C", "C", "C", "C", "C", "H", "H", "H", "H", "H", "H", "H", "H", "H", "H", "H", "H", "H", "H", "H", "H", "H", "H", "H", "H", "H", "H", "H", "H", "H", "H", "H", "H", "H", "C", "C", "C", "C", "C", "C", "O", "H", "H", "H", "H", "H", "H", "C", "N", "C", "C", "C", "C", "C", "C", "C", "C", "H", "H", "H", "H", "H", "H", "H", "H", "H", "H", "H", "H", "H"], "xyz": [[0.22454, 0.01403, 0.06539], [2.47703, -1.14409, 1.20676], [1.59028, 2.16998, -0.02239], [-0.91120, -2.30881, -0.11629], [-0.55279, 2.54209, -7.97281], [-1.35845, 1.86843, -7.65917], [-2.10856, 2.09380, -6.56543], [-2.04300, 2.99366, -5.91539], [3.88577, -1.92622, 0.40771], [3.11970, 0.11405, 2.31023], [1.62651, -2.36908, 2.17534], [0.86733, 3.20046, -1.33271], [1.76921, 3.34671, 1.36174], [3.27220, 1.83796, -0.68432], [-2.16994, -2.19526, -1.42898], [-1.76729, -3.32645, 1.15134], [0.34778, -3.44296, -0.84471], [-1.54671, 1.02993, -8.33177], [-2.94213, 1.41428, -6.32072], [4.60660, -2.22665, 1.16966], [4.36349, -1.22988, -0.28722], [3.55368, -2.80226, -0.15699], [3.72426, -0.39423, 3.07503], [2.34072, 0.69534, 2.81282], [3.76533, 0.82736, 1.79179], [2.05218, -3.35534, 1.97518], [0.55216, -2.44516, 1.97138], [1.73407, -2.16292, 3.24648], [1.53564, 4.04643, -1.53611], [-0.11101, 3.56970, -1.01074], [0.72292, 2.62366, -2.25238], [2.53128, 4.11509, 1.13783], [2.04745, 2.81885, 2.28483], [0.80289, 3.84843, 1.53022], [3.82551, 2.78057, -0.78746], [3.18202, 1.35311, -1.66460], [3.84950, 1.17029, -0.03656], [-2.84424, -3.05992, -1.38682], [-1.70272, -2.15204, -2.41771], [-2.75679, -1.28078, -1.28486], [-2.60108, -3.87121, 0.68687], [-2.18322, -2.67102, 1.92827], [-1.10840, -4.06180, 1.63188], [-0.15782, -4.26122, -1.37032], [1.01461, -3.87089, -0.08631], [0.96135, -2.88752, -1.56338], [0.26284, 0.01693, -3.04182], [1.33526, -0.44148, -3.82696], [1.02835, -0.89568, -5.10922], [-0.29815, -0.80414, -5.56232], [-1.29289, -0.17116, -4.81637], [-0.96846, 0.40713, -3.59735], [0.40460, -0.00932, -1.72682], [1.94588, -0.60732, -0.05421], [2.32697, -0.51722, -3.36012], [1.82956, -1.27498, -5.75890], [-0.53909, -1.23496, -6.53954], [-2.28381, -0.01698, -5.24843], [-1.67334, 1.02367, -3.04704], [-2.57175, -0.75015, 4.87554], [-1.19204, -0.17489, 4.90336], [-0.25062, -1.01643, 5.71928], [-0.63901, -0.01895, 3.47519], [-1.42494, 0.94923, 2.61719], [-2.25171, 1.94197, 3.16372], [-3.01509, 2.78493, 2.37078], [-2.97311, 2.68123, 0.98634], [-2.10307, 1.75993, 0.39978], [-1.36632, 0.89526, 1.21693], [-2.53195, -1.73306, 4.37783], [-3.19505, -0.06832, 4.29489], [-2.90742, -0.84380, 5.91485], [-1.18280, 0.77781, 5.32029], [-0.18058, -2.01583, 5.26532], [0.73794, -0.53778, 5.75582], [-0.62463, -1.10161, 6.74602], [0.41136, 0.30742, 3.61281], [-0.64247, -1.04829, 3.05564], [-2.33921, 2.13108, 4.22963], [-3.67646, 3.52357, 2.82072], [-3.58773, 3.33937, 0.37690], [-2.05167, 1.71433, -0.69434]], "lowdin_charge": [0.53, 0.88, 0.78, 0.79, 0.06, -0.06, -0.11, 0.06, -0.16, -0.18, -0.20, -0.21, -0.23, -0.23, -0.22, -0.23, -0.23, 0.06, 0.04, 0.09, 0.08, 0.08, 0.10, 0.04, 0.06, 0.09, -0.01, 0.08, 0.08, 0.06, 0.05, 0.08, 0.03, 0.06, 0.08, 0.06, 0.00, 0.07, 0.05, 0.06, 0.07, 0.03, 0.06, 0.07, 0.03, 0.04, -0.40, -0.02, -0.04, -0.06, -0.09, -0.01, -0.29, 0.01, 0.11, 0.13, 0.12, 0.10, 0.12, 0.04, -0.18, 0.02, -0.10, -0.26, -0.06, -0.04, -0.04, -0.12, -0.22, 0.12, 0.10, 0.13, 0.19, 0.11, 0.11, 0.12, 0.11, 0.10, 0.12, 0.13, 0.13, 0.10]}